(1)
This record from the OMol25 dataset describes 2 unconnected molecules or ions with the total composition C4H8NO2. The level of theory is ωB97M-V/def2-TZVPD.

```
15
Properties=species:S:1:pos:R:3:forces:R:3
O -2.3981 0.4603 1.0925 0.044 0.229 0.293
C -1.2654 0.1231 0.6761 -0.673 -0.717 0.034
N -0.9426 -1.0735 0.2063 0.975 -0.044 0.346
C 0.9851 -1.9354 -0.4207 0.272 0.541 -0.608
O 1.3721 -2.9775 0.0850 -0.276 -0.197 0.274
C -0.1618 1.1728 0.7001 0.666 0.068 0.239
C 0.4401 1.4764 -0.6861 -1.227 -0.247 -0.088
H -1.6054 -1.7883 0.4855 -0.398 0.216 -0.266
H 0.4627 -1.8986 -1.3896 0.051 -0.227 0.009
H 1.4413 -0.9654 -0.1620 -0.052 -0.044 0.196
H 0.6669 0.8549 1.3455 -0.197 -0.400 -0.027
H -0.5940 2.0134 1.2396 0.020 0.396 -0.426
H 1.5199 1.5888 -0.6852 0.038 0.287 -0.039
H 0.1682 0.6409 -1.3311 0.362 -0.219 -0.021
H -0.0892 2.3080 -1.1561 0.393 0.357 0.085
```
Forces are in eV/Å.

Multiplicity ... 1
Charge ... -1
Gap between HOMO and LUMO ... 7.9 eV

(2)
This record from the OMol25 dataset describes 15 unconnected molecules or ions with the total composition C36H105F3N15O16. The level of theory is ωB97M-V/def2-TZVPD.

```
175
Properties=species:S:1:pos:R:3:forces:R:3
C 9.4373 25.5719 14.9774 2.901 -3.962 2.468
O 8.2831 25.3466 15.9192 -1.285 1.128 -1.644
O 10.2693 24.4057 15.1133 -1.972 2.738 -1.862
C 9.1309 26.2708 13.6054 -0.277 0.209 1.308
F 10.2343 26.6001 12.8700 -0.641 -0.376 0.765
F 8.2787 25.6755 12.7818 -0.182 -0.513 -0.480
F 8.5303 27.4567 13.9636 0.236 -0.053 -0.564
C 7.0466 24.7900 15.3998 1.247 -0.572 -0.069
C 6.0945 24.5011 16.5193 0.050 0.640 0.557
H 6.5496 23.8400 17.2568 -0.177 -0.003 0.081
H 5.8399 25.4632 16.9639 0.025 -0.043 0.458
H 5.1475 24.1041 16.1538 0.104 -0.305 -0.129
H 7.3085 23.8439 14.9259 0.003 -0.073 -0.439
H 6.4872 25.4131 14.7021 0.491 0.405 -0.339
H 9.9882 26.3609 15.4894 -0.245 0.627 0.093
C 2.9083 28.2700 13.1975 0.722 3.366 4.064
O 2.6900 28.9347 14.2225 -1.286 -0.971 -0.404
N 2.1232 27.5020 12.4889 -2.821 -1.902 -1.471
N 4.1067 28.3171 12.6825 3.239 -0.726 -2.911
H 1.1857 27.2570 12.7738 0.319 0.234 -0.070
H 2.4522 27.2513 11.5675 -0.625 -0.292 0.315
H 4.9102 28.8715 12.9416 -0.691 -0.015 0.358
H 4.1485 27.7986 11.8167 1.152 0.259 0.159
C 16.5330 25.5249 13.1459 -1.858 -2.088 -3.646
O 16.3510 25.1024 11.9709 0.411 1.053 2.266
N 17.6481 25.9335 13.6594 5.630 1.488 -0.065
N 15.6668 25.5504 14.1321 -3.277 -0.216 1.526
H 18.4811 25.9073 13.0888 -0.171 0.115 0.200
H 17.7235 26.3131 14.5923 0.173 -0.155 -0.524
H 14.6844 25.3687 13.9840 0.168 0.102 0.209
H 16.0332 25.9340 14.9916 -1.164 -0.296 -0.043
C 14.1489 27.7397 7.4111 -0.273 0.920 -0.877
O 14.0836 28.6682 6.6614 -1.225 2.336 -2.214
N 13.1728 26.9643 7.7992 -2.528 -1.232 0.385
N 15.2908 27.4220 7.9010 5.467 -1.649 2.293
H 13.3940 26.2885 8.5165 -1.013 0.105 -0.161
H 12.2667 27.2981 7.5032 -0.142 -0.646 0.598
H 16.1140 27.8592 7.5121 -0.336 -0.038 0.214
H 15.4351 26.6598 8.5478 0.056 0.181 -0.170
C 8.1469 24.4608 5.5529 -1.324 2.962 2.040
O 7.5618 25.5442 5.7451 0.427 -1.589 -1.021
N 8.9302 23.9382 6.4827 2.047 -0.603 3.146
N 8.0191 23.6140 4.5646 -0.838 -1.231 -3.814
H 8.7948 24.2471 7.4348 0.293 0.214 -0.298
H 9.6469 23.2422 6.3348 -0.427 0.123 -0.064
H 7.5596 23.9235 3.7201 0.188 -0.086 0.116
H 8.6397 22.8195 4.5045 -0.366 0.219 -0.079
C 7.1412 17.8327 16.5645 0.501 -0.545 0.082
C 7.9053 16.5652 16.1456 0.222 -0.452 -0.195
C 7.4092 15.8547 14.8803 -0.036 0.725 0.996
O 6.1283 15.4180 15.2009 -1.985 -0.243 -0.179
C 5.3082 15.0643 14.1222 -0.358 -0.455 -1.309
N 9.3635 16.7515 16.0541 -0.153 0.677 -0.606
H 7.7611 18.1593 17.3995 -0.533 0.364 0.396
H 6.1361 17.5446 16.8723 0.100 0.146 0.230
H 7.0564 18.6858 15.8914 0.266 -0.272 -0.504
H 7.7367 15.8874 16.9823 -0.099 -0.259 -0.002
H 7.9982 14.9754 14.6197 0.515 0.138 -0.162
H 7.4177 16.6212 14.1053 -0.099 -0.143 -0.583
H 4.2928 14.7365 14.3452 0.174 0.068 1.168
H 5.6843 14.2425 13.5127 0.624 -0.356 0.147
H 5.1090 15.8261 13.3686 0.479 0.841 0.171
H 9.6332 16.5827 15.0955 0.262 -0.626 -0.317
H 9.5474 17.7446 16.0610 0.159 0.431 0.657
C 4.4998 21.1552 9.5423 -0.784 -0.209 0.915
C 3.6040 21.7314 10.7046 0.571 -0.237 -2.648
C 3.4141 20.7916 11.8734 0.581 -0.054 -1.003
O 2.4491 21.3754 12.7050 -0.421 -0.713 2.392
C 2.4010 20.6179 13.9703 1.079 -0.910 -1.147
N 4.0957 23.0265 11.1713 -0.790 -0.601 -0.274
H 4.5231 21.7483 8.6280 -0.018 0.575 0.427
H 4.0472 20.2241 9.2013 0.205 -0.368 0.222
H 5.5202 20.9848 9.8855 0.062 -0.105 -0.057
H 2.6457 21.9157 10.2190 -0.294 0.065 0.196
H 4.4343 20.7179 12.2499 0.125 0.051 1.110
H 3.1587 19.7622 11.6219 -0.417 -0.131 -0.339
H 1.5951 20.7229 14.6967 -0.277 1.066 -0.703
H 3.3573 20.6808 14.4896 0.075 0.570 0.116
H 2.3772 19.5649 13.6899 -0.263 -0.286 -0.123
H 4.9639 22.8537 11.6577 0.316 0.199 0.251
H 3.3819 23.1524 11.8747 0.263 1.136 0.686
C 13.4768 32.0736 18.0301 -0.065 0.101 -0.288
C 12.7920 30.9435 17.2449 -0.183 0.549 0.625
C 13.5200 30.4040 15.9818 -0.511 0.169 0.138
O 14.1510 31.4076 15.1767 1.525 0.204 1.107
C 15.5899 31.1847 15.0576 -0.932 -0.706 -0.536
N 12.5494 29.9682 18.3088 -0.139 -1.898 0.089
H 13.0924 32.0667 19.0500 -0.583 0.232 -0.200
H 13.3213 33.0486 17.5682 0.413 0.044 0.047
H 14.5185 31.8413 18.2512 0.314 0.110 -0.656
H 11.7756 31.2196 16.9642 0.228 0.807 -0.627
H 12.7713 29.9466 15.3350 -0.124 -0.170 0.055
H 14.2129 29.6095 16.2589 0.280 0.038 0.152
H 15.6612 30.3870 14.3182 0.486 -0.055 -0.193
H 16.1087 30.8281 15.9474 -0.496 0.065 0.483
H 16.1699 32.0407 14.7127 -0.707 0.325 -0.116
H 12.4800 29.0115 17.9924 0.617 -0.452 -0.508
H 11.5862 30.0538 18.6004 -0.138 0.586 0.423
C 4.5252 34.0571 11.3853 0.596 -0.395 -0.223
C 4.6268 34.3225 12.9145 1.695 0.288 -1.866
C 6.1417 34.5137 13.3441 -1.311 -1.158 0.129
O 6.8136 33.2594 13.1430 1.004 1.483 -0.659
C 8.2498 33.4071 13.1071 -0.273 -0.891 0.429
N 3.9494 35.5802 13.1210 -0.877 0.482 1.294
H 5.3619 34.5651 10.9058 0.272 -0.201 -0.149
H 3.6589 34.5217 10.9143 -0.374 -0.035 0.435
H 4.5065 33.0136 11.0708 0.316 -0.059 0.162
H 4.1981 33.4665 13.4357 -0.109 0.418 0.436
H 6.1885 34.8142 14.3908 -0.148 -0.231 0.343
H 6.6015 35.3575 12.8296 0.045 -0.114 -0.687
H 8.6211 33.8210 14.0446 -0.029 -0.139 0.262
H 8.7419 33.9843 12.3243 -0.896 0.558 -0.512
H 8.6524 32.4078 12.9413 -0.107 -0.095 0.413
H 4.1236 36.2139 12.3541 0.498 0.054 -0.119
H 2.9601 35.4054 13.0176 -0.300 0.011 0.314
C -0.7040 27.4526 21.3144 0.473 -0.003 0.268
C 0.6588 27.0820 21.9357 1.039 0.662 0.217
C 1.8050 26.8259 20.9514 -0.526 -0.422 0.400
O 2.9421 26.3506 21.6934 -0.198 -0.119 -0.777
C 2.8359 24.9547 21.8892 -0.354 -0.329 -0.504
N 1.1466 28.0911 22.9011 -0.366 0.593 -0.190
H -1.2362 28.1603 21.9501 -0.110 -0.433 0.430
H -1.2536 26.5208 21.1816 -0.328 0.258 -0.072
H -0.6856 27.9919 20.3674 0.550 -0.255 -0.284
H 0.5817 26.1538 22.5019 -0.460 0.012 0.054
H 2.0827 27.7308 20.4108 0.110 0.038 0.075
H 1.4544 26.0735 20.2450 0.335 -0.139 -0.382
H 2.0357 24.7214 22.5915 0.262 -0.155 0.485
H 3.7852 24.4804 22.1380 0.001 0.498 0.418
H 2.5222 24.4684 20.9655 0.035 -0.027 -0.343
H 1.3467 28.9129 22.3491 -0.617 0.755 -0.237
H 2.1112 27.9026 23.1337 0.160 -0.930 0.430
C -1.9325 24.7660 15.9934 0.720 -0.568 2.120
C -2.6039 24.1472 14.8189 -0.721 0.805 1.536
C -4.1292 23.9017 15.0649 1.601 -0.702 -1.235
O -4.5112 23.2572 13.8543 -1.326 0.350 0.311
C -5.9018 22.9485 13.8133 0.446 -0.482 0.035
N -2.3327 25.2068 13.8967 -0.322 0.332 -1.706
H -2.2165 25.8056 16.1566 -0.090 -0.011 0.117
H -0.8615 24.7323 15.7935 0.003 0.248 0.178
H -2.1077 24.2069 16.9125 -0.013 0.008 0.237
H -2.0136 23.2411 14.6828 -0.668 -0.308 -0.828
H -4.7111 24.8098 15.2224 0.201 0.459 -0.109
H -4.3026 23.2785 15.9422 0.001 -0.430 0.058
H -6.0203 22.2669 12.9710 -0.168 -0.165 0.253
H -6.6196 23.7573 13.6765 0.447 0.732 -0.207
H -6.1931 22.5109 14.7682 -0.066 -0.552 -0.019
H -2.7897 25.1387 12.9985 -0.160 -0.340 -0.174
H -2.7540 25.9873 14.3797 0.142 0.642 -0.583
C 13.9207 19.4907 12.0616 -2.077 -0.833 -0.355
C 12.5974 19.6744 11.1742 1.176 0.105 1.022
C 11.3067 19.0661 11.8449 2.366 0.335 -0.088
O 11.4608 17.6697 12.0579 0.112 0.229 0.071
C 11.4503 16.9130 10.8785 -0.396 -0.401 -0.524
N 12.4477 21.1222 10.9822 -0.593 -0.496 0.039
H 14.7988 19.9157 11.5753 -0.021 -0.399 -0.214
H 13.9699 18.4301 12.3081 0.717 -0.070 -0.132
H 13.8081 20.0039 13.0166 -0.244 0.189 0.006
H 12.7493 19.2150 10.1975 0.128 -0.121 0.000
H 10.4384 19.3514 11.2510 -0.252 -0.176 0.059
H 11.2999 19.4986 12.8454 -0.533 0.063 0.026
H 10.4696 16.4499 10.7688 -0.253 0.095 -0.306
H 12.1527 16.0796 10.8695 0.311 0.122 0.572
H 11.6998 17.5046 9.9978 -0.235 0.056 -0.057
H 11.8840 21.3899 11.7764 -0.222 0.780 0.108
H 13.3664 21.4872 11.1895 -0.030 0.567 -0.198
O 9.2781 24.4063 19.9082 -0.092 -0.105 0.400
H 10.0625 24.9145 19.7015 0.245 0.120 -0.115
H 8.7946 24.3651 19.0832 -0.095 0.008 -0.379
O 12.7983 25.4692 18.6252 -0.015 0.119 0.265
H 13.7496 25.4847 18.5207 0.199 0.009 0.047
H 12.4712 25.1233 17.7948 -0.356 -0.138 -0.421
O 11.2205 21.0987 17.2485 0.071 -0.466 0.071
H 11.8118 21.6314 17.7804 0.031 0.174 0.140
H 11.0903 21.6095 16.4496 -0.220 0.415 -0.278
```
Forces are in eV/Å.

Multiplicity ... 1
Charge ... -1
Gap between HOMO and LUMO ... 5.8 eV

(3)
This record from the OMol25 dataset describes a single C2H3BrN2O5 molecule. The level of theory is ωB97M-V/def2-TZVPD.

```
13
Properties=species:S:1:pos:R:3:forces:R:3
O -1.0438 1.3425 1.9889 0.736 -0.089 0.021
N -1.9631 1.0531 1.2690 0.036 0.137 -0.490
O -3.1075 1.2380 1.5376 -1.273 0.104 -0.262
C -1.6667 0.3490 -0.1106 1.822 -0.642 0.413
Br -2.5165 -1.4022 0.0387 0.115 1.020 -0.215
C 0.0401 0.1779 -0.2045 -3.752 -1.633 -2.792
O 0.3252 -1.1438 -0.1810 1.105 -1.365 -0.727
N -2.2670 1.2281 -1.2265 -0.299 -1.375 1.156
O -3.2993 0.8250 -1.6972 0.259 0.729 -0.450
O -1.6184 2.2081 -1.4883 -0.110 0.245 -0.167
H 0.4070 0.5227 -1.1710 -0.179 0.677 0.430
H 0.2587 0.6335 0.6609 1.622 2.215 2.530
H 0.0378 -1.5906 0.6098 -0.080 -0.024 0.555
```
Forces are in eV/Å.

Multiplicity ... 1
Structure (SMILES) ... O=[N+]([O-])C(Br)(CO)[N+](=O)[O-]
Charge ... 0
Gap between HOMO and LUMO ... 10.3 eV